Here is a structure of composition C25H32AsAuOPSeSi at a distorted geometry from the Open Molecules 2025 dataset. Energies are from ωB97M-V/def2-TZVPD.

Total charge: +1
Energy relative to the best compared isomer or geometry (same formula, charge and spin) (eV): 0.0000
Frontier orbital gap (spin up / spin down) (eV): 5.15 / 5.14
Highest occupied orbital energy (spin up / spin down) (eV): -9.67 / -9.67

```
63
C25H32AsAuOPSeSi | the Open Molecules 2025 dataset | ωB97M-V/def2-TZVPD
Au 0.089 -0.613 -1.232
Se 1.601 -1.784 1.060
As 1.713 -1.202 -2.929
P -1.534 0.270 0.172
Si 3.624 -0.996 1.865
O -1.332 0.316 -3.871
C -5.513 -0.188 -0.780
C -1.200 2.051 0.200
C -3.114 0.072 -0.712
C -2.301 0.316 4.179
C 3.481 -1.330 -2.157
C -2.574 -1.021 4.432
C -1.953 0.727 2.898
C 3.702 -1.572 3.631
C -2.487 -1.960 3.410
C -0.597 4.762 0.207
C 0.120 2.474 0.361
C 5.004 -1.745 0.853
C -4.333 -0.027 -0.064
C 3.579 0.863 1.750
C -1.864 0.000 -2.879
C -2.139 -1.557 2.133
C -1.910 4.345 0.042
C -4.280 -0.099 -2.836
C -3.084 0.048 -2.116
C -1.887 -0.209 1.873
C 1.515 -2.941 -3.747
C -2.217 2.991 0.047
C -5.481 -0.228 -2.165
C 0.417 3.827 0.379
C 2.044 -0.059 -4.447
H -2.699 5.073 -0.094
H -2.686 -3.004 3.614
H -6.400 -0.348 -2.725
H 3.502 1.208 0.715
H -4.239 -0.116 -3.918
H -2.358 1.043 4.978
H -0.360 5.818 0.198
H 2.794 -0.547 -5.066
H 4.212 -1.572 -2.928
H 2.953 -1.066 4.242
H 0.737 -2.909 -4.507
H 4.715 -2.729 0.482
H 3.477 -2.101 -1.392
H 2.421 0.904 -4.110
H 1.255 -3.683 -2.995
H 4.492 1.289 2.180
H -3.245 2.669 -0.065
H -4.362 0.012 1.018
H -2.063 -2.284 1.331
H 3.744 -0.380 -1.695
H 4.692 -1.351 4.044
H -1.740 1.770 2.700
H 1.438 4.156 0.522
H 1.133 0.095 -5.017
H -6.456 -0.285 -0.258
H 5.899 -1.870 1.471
H -2.849 -1.334 5.431
H 0.907 1.736 0.482
H 2.462 -3.209 -4.209
H 5.275 -1.118 0.001
H 2.725 1.254 2.309
H 3.536 -2.649 3.705
```

Atom charges from the Löwdin analysis, given in e for atoms 1 to 5: 0.45 0.16 0.96 0.94 0.09